Record 1
# C4H5NOS

C4H5NOS in the gas phase (ωB97M-V with the def2-TZVPD basis set, the OMol25 dataset).

Last column: natural (NBO) charge in e.
CARTESIAN COORDINATES (ANGSTROEM)
1 C -0.387 0.294 0.220  -0.400
2 O 0.907 2.126 -0.092  -0.595
3 N 1.366 -1.469 -0.094  -0.761
4 H 1.681 0.470 -0.486  0.255
5 H -1.481 -1.511 0.159  0.170
6 S -3.046 0.095 -0.087  0.066
7 H 2.338 -1.410 0.102  0.404
8 H -1.106 2.614 0.076  0.185
9 C 0.809 -0.238 -0.097  0.212
10 C -0.283 1.762 0.071  0.399
11 H 0.805 -2.344 0.245  0.395
12 C -1.603 -0.387 -0.017  -0.329

Computed properties:
Kohn-Sham gap ... 8.277 eV
LUMO level ... -0.003 Ha
SMILES ... N/C=C(/C=O)C=S



Record 2
# C9H11BrF2NOS

A gas-phase ion, C9H11BrF2NOS (charge +1) (ωB97M-V with the def2-TZVPD basis set, the OMol25 dataset).

Last column: natural (NBO) charge in e.
CARTESIAN COORDINATES (ANGSTROEM)
1 C -2.798 0.644 -1.425  -0.190
2 H 0.884 -0.341 -2.230  0.246
3 O 0.185 1.808 1.273  -0.886
4 C -0.096 -0.109 -2.046  -0.188
5 Br 3.029 2.626 -0.518  0.235
6 H -0.061 -1.823 0.458  0.223
7 H 1.663 -2.135 1.012  0.222
8 C -1.887 0.595 -0.376  -0.169
9 F 2.633 0.088 -1.205  -0.322
10 H -3.798 0.979 -1.142  0.250
11 H -2.119 0.795 0.657  0.254
12 H -0.241 -0.727 3.439  0.222
13 C -1.036 -0.064 -3.003  -0.180
14 C -0.601 0.361 -0.766  -0.298
15 H 1.537 -0.774 3.572  0.226
16 C 0.706 -0.247 3.061  -0.424
17 H 0.822 0.812 3.278  0.254
18 C 0.632 -1.856 1.227  -0.444
19 F 3.080 0.373 0.973  -0.321
20 C 2.486 0.917 -0.131  0.409
21 S 0.561 0.656 0.590  1.934
22 H -3.005 0.565 -3.514  0.239
23 H 0.083 -2.626 1.854  0.250
24 C -2.327 0.428 -2.658  -0.151
25 N 0.562 -0.527 1.673  -0.643
26 H -0.896 -0.420 -4.052  0.252

Computed properties:
Net charge ... +1
Kohn-Sham gap ... 9.858 eV
LUMO level ... -0.143 Ha
SMILES ... C[N+](C)=[S@](=O)(c1ccccc1)C(F)(F)Br



Record 3
# C5H11NO

C5H11NO in the gas phase (ωB97M-V with the def2-TZVPD basis set, the OMol25 dataset).

Last column: natural (NBO) charge in e.
CARTESIAN COORDINATES (ANGSTROEM)
1 H 0.995 1.258 1.536  0.213
2 C -1.544 0.228 -0.816  0.201
3 C -0.158 -0.268 -0.905  -0.204
4 N -1.920 1.134 0.191  -0.860
5 O -2.151 -1.158 -0.490  -0.744
6 H -1.911 0.550 -1.793  0.164
7 H -0.245 0.035 1.852  0.228
8 H 2.582 -1.509 0.150  0.209
9 H -2.856 1.488 0.024  0.378
10 C 2.248 -0.642 -0.431  -0.628
11 H -2.157 -1.151 0.482  0.464
12 C 0.750 0.196 1.428  -0.661
13 C 0.863 -0.226 -0.009  0.010
14 H 2.297 -0.917 -1.488  0.214
15 H 2.958 0.175 -0.266  0.212
16 H 1.433 -0.383 2.058  0.216
17 H -1.246 1.872 0.365  0.382
18 H 0.061 -0.682 -1.887  0.207

Computed properties:
Kohn-Sham gap ... 9.424 eV
LUMO level ... 0.033 Ha
SMILES ... CC(C)=C[C@H](N)O



Record 4
# C5H11N5O2S2

2 unconnected molecules or ions with the total composition C5H11N5O2S2 (ωB97M-V with the def2-TZVPD basis set, the OMol25 dataset).

Last column: natural (NBO) charge in e.
CARTESIAN COORDINATES (ANGSTROEM)
1 N 0.529 -1.772 -0.398  -0.669
2 C -0.512 0.425 -2.930  0.529
3 S -2.042 -0.617 0.466  0.182
4 H -0.718 1.459 -2.622  0.127
5 H 2.690 -0.821 -1.122  0.173
6 S 3.365 1.069 0.201  0.290
7 H 0.267 -0.805 -0.593  0.369
8 H -2.775 1.334 1.737  0.216
9 N 0.609 -0.070 -2.323  -0.477
10 C 2.352 0.200 -0.925  -0.115
11 H 2.469 3.105 -0.733  0.234
12 O -1.186 -0.215 -3.707  -0.576
13 H 1.477 2.512 0.619  0.234
14 N 0.103 -2.226 0.820  -0.227
15 N 1.317 0.714 -1.459  -0.296
16 H -1.360 -2.207 2.233  0.226
17 O -3.432 -1.582 2.889  -0.563
18 H 1.529 -1.904 -0.465  0.354
19 C 2.496 2.648 0.257  -0.745
20 H 3.051 3.293 0.945  0.236
21 C -2.789 0.251 1.817  -0.140
22 H 0.894 -1.021 -2.532  0.395
23 H -3.940 -1.756 3.691  0.486
24 C -0.997 -1.807 1.296  -0.127
25 N -3.398 -0.206 2.837  -0.116

Computed properties:
Kohn-Sham gap ... 9.142 eV
LUMO level ... 0.020 Ha
SMILES ... N/N=C\S/C=N\O.CS/C=N/NC=O



Record 5
# C29H29BaN5O3S2

A molecular structure, C29H29BaN5O3S2 (ωB97M-V with the def2-TZVPD basis set, the OMol25 dataset).

Last column: natural (NBO) charge in e.
CARTESIAN COORDINATES (ANGSTROEM)
1 H -0.514 -2.942 2.874  0.234
2 H 0.818 -3.235 -2.737  0.212
3 O 4.638 0.662 3.159  -0.789
4 H -2.564 -6.453 4.216  0.218
5 O 3.971 -1.017 1.924  -0.809
6 H -3.567 5.607 -1.237  0.221
7 C -2.653 -1.571 1.975  -0.266
8 N 0.969 3.397 1.140  -0.371
9 H -3.187 -1.851 -6.771  0.217
10 C -3.794 -4.914 3.373  -0.205
11 H -3.395 7.880 -0.289  0.221
12 H 6.927 3.491 0.945  0.182
13 C -1.281 -0.933 -4.128  -0.244
14 S 0.023 -0.078 1.873  -0.118
15 C -2.748 5.858 -0.577  -0.198
16 H -4.717 -5.460 3.515  0.216
17 C -2.465 -1.931 -5.968  -0.213
18 C -2.361 -2.352 -0.364  -0.229
19 C -1.406 -4.762 3.580  -0.187
20 C -2.643 -2.938 2.610  0.038
21 C -0.720 -0.874 0.633  0.064
22 H 4.617 4.254 0.863  0.379
23 Ba 3.143 1.230 1.032  1.801
24 C -0.605 -2.131 -3.904  0.041
25 C -2.207 -0.836 -5.154  -0.191
26 C 4.893 -0.274 2.360  0.714
27 C -1.797 4.902 -0.266  -0.156
28 H -1.529 8.463 1.213  0.224
29 H 5.176 4.458 2.402  0.360
30 H -3.674 -1.265 1.734  0.206
31 H 6.500 -1.051 1.103  0.202
32 C -0.079 -0.885 -0.766  0.094
33 H 6.945 0.413 2.027  0.178
34 H 1.186 -1.508 -2.866  0.263
35 C -2.650 7.136 -0.044  -0.184
36 C -0.742 5.239 0.587  -0.188
37 C -3.820 -3.652 2.794  -0.247
38 C -1.794 -3.124 -5.752  -0.204
39 C -0.640 6.520 1.122  -0.152
40 H -2.724 0.098 -5.327  0.215
41 C 6.066 2.939 1.347  -0.332
42 O 4.763 2.530 -0.551  -0.825
43 H -1.067 -0.078 -3.500  0.230
44 H -2.218 -0.830 2.643  0.261
45 H -1.509 -3.600 -1.888  0.232
46 C 0.382 -2.234 -2.768  -0.265
47 N 5.708 0.676 0.275  -0.657
48 H -0.344 -4.155 -4.553  0.212
49 H -0.685 -3.706 -0.313  0.220
50 C 5.581 1.984 0.259  0.534
51 S 0.758 0.441 -1.302  -0.171
52 H -0.463 -5.192 3.892  0.221
53 H -4.764 -3.217 2.488  0.210
54 C 6.155 -0.080 1.456  -0.335
55 H 6.380 2.393 2.234  0.216
56 N -0.264 -2.003 -1.475  -0.378
57 H -2.888 -1.729 -1.095  0.211
58 N -1.869 -1.553 0.742  -0.387
59 H -1.853 3.901 -0.671  0.232
60 C 0.222 4.234 0.900  0.338
61 C -1.600 7.465 0.801  -0.206
62 C -0.870 -3.222 -4.721  -0.243
63 H 0.181 6.767 1.780  0.231
64 C -1.182 -3.032 -1.017  -0.229
65 N 4.915 3.773 1.705  -0.865
66 C -1.432 -3.502 3.007  -0.243
67 H -1.990 -3.981 -6.384  0.218
68 C -2.587 -5.470 3.765  -0.212
69 H -3.056 -3.090 0.036  0.235

Computed properties:
Kohn-Sham gap ... 6.832 eV
LUMO level ... -0.027 Ha



Record 6
# C7H11BO3

2 unconnected molecules or ions with the total composition C7H11BO3 (ωB97M-V with the def2-TZVPD basis set, the OMol25 dataset).

Last column: natural (NBO) charge in e.
CARTESIAN COORDINATES (ANGSTROEM)
1 C -0.876 -0.852 -1.570  -0.459
2 C 2.422 2.283 0.460  -0.249
3 H -2.643 -2.059 0.515  0.193
4 O 1.571 1.403 -0.274  -0.752
5 H 2.058 -2.458 1.635  0.185
6 C -2.245 1.028 -0.536  -0.299
7 O -3.393 -0.171 0.951  -0.407
8 B 1.498 0.091 -0.199  1.048
9 H 2.351 2.077 1.528  0.184
10 H -1.861 1.851 -1.101  0.225
11 C -1.843 -0.343 -0.679  -0.189
12 H 3.457 2.162 0.135  0.184
13 H 2.840 -2.662 0.047  0.182
14 C -2.588 -1.018 0.266  0.075
15 H 2.083 3.296 0.251  0.192
16 H 1.070 -2.442 0.146  0.188
17 H -0.691 -1.911 -1.602  0.191
18 H -0.580 -0.272 -2.423  0.203
19 O 2.226 -0.768 0.514  -0.754
20 H -3.721 1.865 0.895  0.199
21 C 2.032 -2.162 0.584  -0.235
22 C -3.168 1.061 0.454  0.095

Computed properties:
Kohn-Sham gap (alpha / beta) ... 7.055 / 7.342 eV
LUMO level (alpha / beta) ... 0.015 / 0.016 Ha



What did we get for energy relative to the best compared isomer or geometry (same formula, charge and spin)? Answer: 295.8, 7.7, 178.5, 183.7, 62.7, 511.7 kJ/mol, in the order shown.
What did we get for calculated total energy? Answer: -683.4953, -3651.0825, -327.0634, -1417.5986, -2443.9506, -523.8188 a.u., in the order shown.
What did we get for F_max? Answer: 0.121, 0.077, 0.061, 0.019, 0.035, 0.038 Eh/bohr, in the order shown.